{"formula": "C3H4CrO4", "method": "ωB97M-V with the def2-TZVPD basis set", "s2": 9.0988, "molar_mass_da": 156.06, "spin_multiplicity": 6, "total_charge": -1, "e_above_lowest_kcal_mol": 67.5, "e_homo_ha": [-0.024, -0.021], "symbols": ["C", "C", "O", "C", "O", "O", "O", "Cr", "H", "H", "H", "H"], "positions_angstrom": [[-2.69358, -0.64292, 0.40504], [-1.35214, 0.03386, 0.46486], [-0.34472, -0.96080, 0.43194], [0.94135, -0.55456, 0.48044], [1.80656, -1.45984, 0.40076], [1.21324, 0.66261, 0.58052], [-3.75076, 0.00769, 0.40975], [3.31925, 0.03639, 0.58540], [-2.70647, -1.70820, 0.10297], [-1.28656, 0.63547, 1.38465], [-1.24881, 0.71975, -0.39208], [-4.33256, 1.44278, 1.05158]], "lowdin_charge": [-0.34, -0.19, 0.00, -0.80, -0.11, -0.10, -0.39, 0.65, 0.10, 0.12, 0.13, -0.05]}

{"formula": "C32H31N11O2S3Zr", "method": "ωB97M-V with the def2-TZVPD basis set", "molar_mass_da": 789.10, "total_charge": 4, "e_above_lowest_kcal_mol": 70.1, "e_homo_ha": [-0.639, -0.639], "symbols": ["Zr", "C", "C", "N", "C", "C", "N", "C", "C", "C", "C", "C", "N", "C", "C", "N", "C", "C", "N", "C", "C", "C", "N", "C", "C", "H", "H", "H", "H", "H", "H", "H", "H", "H", "H", "H", "H", "O", "C", "N", "C", "O", "C", "C", "C", "C", "N", "C", "H", "H", "H", "H", "H", "H", "H", "H", "C", "N", "C", "C", "N", "C", "S", "H", "H", "H", "H", "H", "H", "S", "C", "N", "C", "C", "S", "H", "H", "H", "H", "H"], "positions_angstrom": [[0.14900, -0.26278, 0.30664], [1.38480, -3.00647, 3.75977], [0.90621, -2.69468, 2.38145], [0.34163, -1.34149, 2.28853], [-0.19542, -0.84780, 3.39835], [-0.11890, -1.54737, 4.62248], [0.80811, -2.50540, 4.79320], [-0.78882, 0.48352, 3.26816], [-1.37231, 1.14652, 4.31711], [-1.91553, 2.42987, 4.12700], [-1.79707, 2.96117, 2.83866], [-1.19216, 2.24405, 1.82700], [-0.68734, 1.00138, 2.01474], [-1.04616, 2.78276, 0.46309], [-1.51461, 4.04401, 0.10384], [-1.39318, 4.52761, -1.12251], [-0.80661, 3.74858, -2.01685], [-0.32951, 2.48711, -1.68431], [-0.43400, 1.99023, -0.44351], [-2.55239, 3.16643, 5.21527], [-2.16414, 2.96215, 6.54034], [-2.79076, 3.70103, 7.53405], [-3.75992, 4.57347, 7.28262], [-4.14094, 4.76095, 6.02414], [-3.56191, 4.09429, 4.95392], [2.23254, -3.66693, 3.91856], [0.12596, -3.42005, 2.10099], [-0.73560, -1.29461, 5.47325], [-1.43640, 0.68471, 5.29083], [-2.16054, 3.95998, 2.65598], [-1.99687, 4.69126, 0.82291], [-0.70214, 4.12741, -3.02649], [0.13504, 1.87224, -2.43761], [-1.36152, 2.28846, 6.81126], [-2.49957, 3.58635, 8.57097], [-4.94203, 5.47164, 5.86181], [-3.93699, 4.27188, 3.95427], [-0.91346, -7.98240, -2.06407], [0.07286, -7.46258, -2.90849], [0.86247, -6.53771, -2.09585], [0.46173, -5.29882, -1.83991], [-0.48585, -4.73754, -2.38912], [1.21548, -4.51960, -0.79649], [2.09088, -5.01579, 0.17545], [2.52831, -4.17575, 1.15000], [2.00491, -2.79307, 1.28455], [1.32710, -2.26233, 0.10926], [0.96233, -3.11737, -0.80911], [-1.23078, -8.82934, -2.39951], [-0.35010, -6.89621, -3.73928], [0.75155, -8.22513, -3.29013], [1.63438, -6.92736, -1.57798], [2.42951, -6.04491, 0.16507], [3.24856, -4.51690, 1.88349], [2.81068, -2.11092, 1.56894], [0.42104, -2.74047, -1.66523], [-3.83631, 0.58839, -2.38334], [-3.16108, -0.65192, -2.77545], [-3.33290, -1.26651, -3.99689], [-2.63413, -2.42713, -3.95706], [-2.05667, -2.50801, -2.71727], [-2.38609, -1.42726, -2.00493], [-2.05899, -1.17359, -0.29956], [-4.89360, 0.38837, -2.22238], [-3.71984, 1.32176, -3.17727], [-3.39248, 0.95838, -1.46349], [-3.93366, -0.82868, -4.77569], [-2.50946, -3.20037, -4.69532], [-1.51248, -3.33098, -2.40071], [1.15185, -0.28644, -2.22906], [2.54780, 0.48935, -1.69069], [3.38830, 1.21996, -2.37121], [4.56549, 1.73757, -1.64281], [4.11164, 1.87227, -0.19117], [2.99562, 0.43071, 0.00581], [3.30206, 1.32232, -3.37774], [4.87394, 2.69410, -2.05929], [5.38090, 1.01965, -1.74961], [3.54229, 2.78249, -0.01491], [4.93360, 1.79491, 0.51582]], "lowdin_charge": [1.33, -0.01, -0.22, -0.04, -0.20, 0.02, 0.16, -0.18, 0.10, -0.07, 0.09, -0.17, -0.01, -0.17, -0.01, 0.16, -0.05, -0.12, 0.00, -0.18, 0.01, -0.08, 0.12, -0.08, 0.01, 0.14, 0.19, 0.14, 0.13, 0.12, 0.13, 0.14, 0.04, 0.12, 0.13, 0.13, 0.12, 0.00, -0.20, 0.15, -0.39, 0.05, 0.01, 0.05, 0.08, -0.26, -0.09, -0.10, 0.12, 0.14, 0.15, 0.15, 0.15, 0.15, 0.15, 0.06, 0.02, -0.09, 0.02, 0.01, 0.10, -0.66, 0.68, 0.12, 0.11, 0.06, 0.15, 0.15, 0.11, 0.72, -1.01, 0.02, -0.14, -0.31, 0.95, 0.18, 0.15, 0.15, 0.10, 0.11]}

{"formula": "C21H38GeN2O3PtSi2", "method": "ωB97M-V with the def2-TZVPD basis set", "molar_mass_da": 690.41, "total_charge": -2, "e_homo_ha": 0.018, "symbols": ["Pt", "C", "Si", "C", "C", "C", "C", "C", "C", "C", "Si", "C", "C", "H", "H", "H", "H", "H", "H", "H", "H", "H", "H", "H", "H", "H", "H", "H", "H", "O", "C", "C", "C", "C", "O", "N", "H", "H", "H", "H", "C", "Ge", "C", "C", "C", "H", "H", "H", "H", "H", "H", "H", "H", "H", "H", "H", "C", "N", "C", "C", "O", "H", "H", "H", "H", "H", "H", "H"], "positions_angstrom": [[0.14136, 0.38413, -0.06868], [1.45207, -2.75152, 1.75201], [1.40873, -1.69452, 0.11321], [1.90135, -2.75254, -1.45564], [3.22395, -0.93479, 0.34870], [4.30132, -1.79878, 0.47077], [5.60754, -1.35145, 0.59746], [5.85663, 0.01534, 0.61103], [4.79220, 0.88754, 0.49945], [3.48300, 0.44313, 0.36789], [2.03180, 1.67497, 0.13594], [2.59760, 2.78004, -1.36791], [2.23536, 3.00869, 1.55262], [2.20448, -3.53661, 1.72654], [0.48912, -3.21498, 1.94532], [1.68484, -2.10731, 2.59544], [2.62410, -3.53065, -1.22932], [2.35139, -2.09741, -2.19595], [1.03690, -3.22572, -1.91126], [4.12676, -2.86477, 0.46194], [6.42806, -2.05845, 0.67647], [6.87429, 0.38307, 0.70406], [4.98178, 1.95307, 0.50689], [3.42842, 3.43057, -1.10149], [1.75893, 3.40033, -1.66045], [2.89702, 2.18888, -2.22760], [3.23312, 3.44110, 1.52908], [2.07337, 2.60589, 2.54738], [1.52182, 3.81059, 1.39189], [-3.36053, -1.58666, 0.34756], [-3.46857, -0.34998, 0.15356], [-4.81270, 0.25404, -0.34981], [-4.55823, 1.74946, -0.30570], [-3.09050, 1.80072, 0.09659], [-2.53294, 3.02010, 0.22098], [-2.55129, 0.61237, 0.34173], [-5.64743, -0.06339, 0.28370], [-5.00713, -0.11054, -1.36441], [-5.18202, 2.26270, 0.44063], [-4.72663, 2.24730, -1.26783], [-0.30838, -5.16995, -0.23444], [-1.54252, -3.56785, -0.01545], [-2.83062, -3.94216, -1.51340], [-2.39317, -3.97425, 1.74800], [-0.58293, -1.83326, -0.19724], [-0.80578, -6.06419, 0.13919], [0.62106, -5.04871, 0.30794], [-0.06382, -5.34819, -1.27793], [-3.11981, -4.99047, -1.51895], [-2.37438, -3.70566, -2.46977], [-3.71572, -3.33552, -1.39454], [-2.81696, -4.97574, 1.73399], [-3.18226, -3.26001, 1.93111], [-1.67614, -3.91797, 2.56117], [-1.12988, -1.22012, 0.53168], [-0.85686, -1.46857, -1.20321], [-1.50618, 5.44721, 0.61650], [-0.88454, 4.58136, -0.35342], [-1.27568, 4.90921, -1.70574], [-1.06927, 3.15135, -0.04412], [-0.63349, 2.37528, -0.97788], [-1.14102, 6.46884, 0.46444], [-1.22234, 5.10522, 1.61104], [-2.60528, 5.44723, 0.54865], [-1.05822, 5.96447, -1.89750], [-2.34563, 4.73024, -1.89005], [-0.68819, 4.28708, -2.37790], [-0.60136, 3.03118, 0.96501]], "lowdin_charge": [0.52, -0.20, 0.34, -0.20, -0.30, -0.15, -0.14, -0.15, -0.14, -0.31, 0.45, -0.23, -0.24, 0.00, -0.03, 0.01, 0.00, 0.01, -0.01, 0.08, 0.08, 0.08, 0.08, 0.00, -0.02, 0.00, -0.01, 0.00, -0.01, -0.05, -0.42, -0.09, -0.10, -0.25, 0.03, 0.17, 0.11, 0.11, 0.12, 0.12, -0.23, 0.81, -0.23, -0.22, -0.52, -0.01, -0.01, -0.01, -0.01, 0.00, -0.02, 0.00, -0.02, 0.00, -0.05, 0.00, -0.13, -0.19, -0.11, -0.60, -0.27, 0.07, 0.08, 0.07, 0.07, 0.08, 0.07, 0.12]}

{"formula": "C2H2FI3O", "method": "ωB97M-V with the def2-TZVPD basis set", "molar_mass_da": 441.75, "smiles": "F/C(I)=C\\I.OI", "e_above_lowest_kcal_mol": 49.3, "e_homo_ha": -0.327, "symbols": ["F", "C", "I", "C", "I", "H", "O", "I", "H"], "positions_angstrom": [[1.80296, 0.98271, -1.57294], [1.60991, 0.47147, -0.34907], [3.02113, -0.95194, 0.15951], [0.55558, 0.82357, 0.35424], [-0.98043, 2.01768, -0.34720], [0.44020, 0.30115, 1.37483], [-1.93063, -1.01033, -0.38366], [-3.07103, -0.72175, 1.19364], [-1.44770, -1.91257, -0.42936]], "lowdin_charge": [-0.08, -0.99, 0.90, -0.72, 0.87, 0.07, -0.89, 0.78, 0.05]}

{"formula": "C6H14NO", "method": "ωB97M-V with the def2-TZVPD basis set", "s2": 1.7634, "molar_mass_da": 116.18, "spin_multiplicity": 2, "total_charge": 2, "e_above_lowest_kcal_mol": 94.9, "e_homo_ha": [-0.664, -0.671], "symbols": ["O", "C", "C", "C", "C", "C", "C", "N", "H", "H", "H", "H", "H", "H", "H", "H", "H", "H", "H", "H", "H", "H"], "positions_angstrom": [[-1.60309, -0.46645, -0.59069], [-1.14444, 0.53682, -1.17192], [0.02966, 1.22483, -0.81037], [0.91950, 0.75334, 0.27279], [1.96028, 1.82797, 0.59519], [1.51502, -0.62510, -0.08030], [2.17097, -1.34641, 1.08749], [-4.84996, -1.25096, -0.50655], [-1.70140, 0.80842, -2.08661], [0.23859, 2.20516, -1.21942], [0.21624, 0.64070, 1.12144], [2.33706, 1.77467, 1.61711], [1.58252, 2.82908, 0.38262], [2.81179, 1.68824, -0.07718], [2.23587, -0.50146, -0.89170], [0.73471, -1.27684, -0.49823], [1.44675, -1.56167, 1.87318], [3.01152, -0.80666, 1.52119], [2.55500, -2.30179, 0.73711], [-3.89837, -1.19055, -0.13165], [-4.98430, -1.82079, -1.34772], [-5.58392, -1.14055, 0.20422]], "lowdin_charge": [0.26, -0.09, 0.13, -0.35, -0.02, -0.20, -0.06, 0.52, 0.20, 0.15, 0.18, 0.11, 0.09, 0.11, 0.13, 0.11, 0.09, 0.09, 0.09, 0.12, 0.17, 0.17]}

{"formula": "C4H12", "method": "ωB97M-V with the def2-TZVPD basis set", "molar_mass_da": 60.14, "smiles": "CC.CC", "e_above_lowest_kcal_mol": 13.8, "e_homo_ha": -0.427, "symbols": ["C", "C", "H", "H", "H", "H", "H", "H", "C", "C", "H", "H", "H", "H", "H", "H"], "positions_angstrom": [[-0.08881, 2.10007, 0.52708], [0.82057, 1.69607, -0.56683], [0.32373, 2.89824, 1.10282], [-0.99555, 2.38410, 0.10254], [-0.28421, 1.24525, 1.15404], [1.51134, 2.51970, -0.86835], [0.28305, 1.49068, -1.50185], [1.32188, 0.77080, -0.38165], [-0.37477, -1.68962, 0.81212], [-0.37413, -2.14468, -0.64339], [0.36312, -0.93352, 0.81241], [-1.20652, -1.13778, 1.07890], [-0.18136, -2.51702, 1.51691], [-0.05509, -1.31882, -1.33453], [-1.34178, -2.40721, -1.00411], [0.27853, -2.95627, -0.80610]], "lowdin_charge": [-0.16, -0.18, 0.06, 0.05, 0.05, 0.08, 0.07, 0.04, -0.15, -0.15, 0.02, 0.03, 0.08, 0.07, 0.05, 0.04]}